Record 1
Here is C4H11N3O as an isolated structure at a distorted geometry from the Open Molecules 2025 dataset. Energies are from ωB97M-V/def2-TZVPD.

```
19
C4H11N3O (ωB97M-V/def2-TZVPD)
O -1.73 -0.87 -0.67
N 0.16 0.67 -0.49
N 0.44 1.37 2.15
N 0.06 -0.94 1.21
C -0.74 1.79 -0.68
C -0.51 -0.81 -0.52
C 0.79 0.47 1.29
C 0.42 -1.74 -1.28
H 0.18 -2.77 -1.00
H 1.85 0.28 1.14
H 1.04 0.75 -0.99
H -0.59 2.24 -1.66
H 0.24 -1.64 -2.35
H -1.78 1.45 -0.59
H 0.64 -1.74 1.45
H 1.48 -1.56 -1.06
H -0.57 1.48 2.22
H -0.56 2.54 0.09
H -0.81 -0.96 1.74
```

As for the total charge: 0. The calculation puts the HOMO energy at -8.5 eV. As for the HOMO-LUMO gap: 9.18 eV. As for the energy relative to the best compared isomer or geometry (same formula, charge and spin): 337.6 kJ/mol.

Löwdin population analysis, charges in e, atoms 1 to 6: O -0.018; N -0.056; N 0.023; N 0.115; C -0.081; C -0.583

Record 2
Here is C53H42N5O3P2RbS2 as an isolated structure from the Open Molecules 2025 dataset. Energies are from ωB97M-V/def2-TZVPD.

```
108
C53H42N5O3P2RbS2 (ωB97M-V/def2-TZVPD)
Rb -0.39 0.06 -1.46
S 0.39 3.38 0.54
S -2.67 -1.78 0.14
P -0.92 2.27 1.60
P -2.03 -0.56 1.65
O 0.85 -2.09 -2.72
O 2.40 -3.60 -3.36
O 1.66 -1.81 -0.38
N 4.07 0.55 -2.80
N 1.86 1.32 -2.83
N 0.87 1.76 -4.91
N -2.72 1.21 -2.98
N -0.30 1.57 -4.20
C -0.61 2.70 3.37
C -0.09 3.29 6.05
C -5.88 0.60 2.55
C -0.06 1.98 5.60
C 4.78 -2.68 -2.10
C -3.74 2.63 -4.61
C 3.89 -2.32 -1.09
C 3.23 1.42 -4.86
C 5.53 0.63 -4.74
C -3.46 3.39 2.36
C -1.31 -1.77 2.84
C -3.55 -0.05 2.57
C -0.61 4.02 3.81
C 3.44 1.77 -6.19
C -4.62 0.76 4.59
C 5.70 0.98 -6.06
C 3.19 -5.17 -0.73
C 1.84 -2.84 -2.56
C 5.67 -1.12 0.01
C 1.92 1.52 -4.20
C 4.66 1.56 -6.79
C 6.56 -1.48 -0.99
C -2.63 2.03 -4.04
C 6.11 -2.27 -2.04
C 0.66 -2.75 3.81
C -0.11 -3.68 4.48
C 0.07 -1.79 3.00
C -1.50 -3.65 4.33
C -4.99 2.35 -4.09
C -2.56 3.09 1.34
C -0.32 1.69 4.27
C -5.09 4.16 0.77
C 2.04 -6.62 0.81
C -3.92 0.95 -2.49
C -0.37 4.31 5.14
C 1.29 -4.35 0.49
C -4.20 3.85 -0.26
C 2.43 -2.76 -1.09
C -5.81 0.92 3.90
C -2.09 -2.71 3.51
C -4.71 3.92 2.08
C -1.29 2.24 -4.62
C 2.31 -4.13 -0.42
C -0.99 0.65 1.29
C -3.50 0.29 3.92
C -2.96 3.33 0.03
C 4.35 -1.54 -0.03
C 2.88 0.84 -2.23
C -5.09 1.49 -3.01
C 1.16 -5.59 1.11
C 4.29 0.87 -4.13
C -4.76 0.12 1.90
C 3.05 -6.40 -0.12
H 3.74 -7.20 -0.37
H 0.60 -3.55 0.73
H 0.36 -5.74 1.82
H 0.11 3.52 7.09
H -3.62 3.30 -5.45
H 0.65 -1.06 2.46
H -3.17 -2.71 3.37
H -0.30 0.66 3.91
H 4.82 1.83 -7.83
H 2.61 2.19 -6.74
H -6.04 1.24 -2.57
H -1.20 2.95 -5.44
H -4.80 -0.16 0.85
H -4.55 1.01 5.64
H -5.39 4.13 2.90
H 3.65 -1.24 0.73
H 7.59 -1.15 -0.96
H 1.74 -2.77 3.90
H -6.81 0.74 2.00
H -2.12 -4.38 4.84
H -0.80 4.81 3.10
H 6.32 0.18 -4.16
H -6.69 1.31 4.41
H -4.48 4.03 -1.29
H -2.26 3.11 -0.77
H 2.81 0.63 -1.16
H -3.19 3.20 3.40
H 4.41 -3.27 -2.93
H -3.93 0.28 -1.63
H -2.57 0.17 4.47
H -6.07 4.57 0.55
H 6.66 0.80 -6.54
H 1.93 -7.58 1.29
H 0.90 -1.69 -0.99
H -0.38 5.34 5.48
H 4.78 0.08 -2.26
H 0.17 1.17 6.29
H 6.00 -0.49 0.83
H 6.79 -2.56 -2.84
H 3.97 -5.01 -1.46
H -5.88 2.80 -4.51
H 0.35 -4.43 5.11
```

As for the total charge: -2. The calculation puts the HOMO energy at -1.5 eV. As for the HOMO-LUMO gap: 5.20 eV.

Löwdin population analysis, charges in e, atoms 1 to 6: Rb 0.727; S 0.105; S 0.123; P 0.279; P 0.306; O -0.108

Record 3
Here is an isolated molecule of C7H12 from the Open Molecules 2025 dataset. Energies are from ωB97M-V/def2-TZVPD.

```
19
C7H12 (ωB97M-V/def2-TZVPD)
C -0.22 0.24 -0.98
C 0.90 0.18 0.05
C -0.16 0.11 1.16
C 2.02 -0.80 -0.05
C -2.58 0.00 0.10
C -1.12 -0.42 0.07
C 2.30 0.68 -0.01
H -1.02 -1.51 0.01
H -3.01 -0.09 -0.90
H -2.65 1.04 0.42
H 2.77 1.09 0.88
H -0.06 -0.26 -1.95
H 0.02 -0.53 2.03
H -0.47 1.10 1.50
H 2.25 -1.38 0.83
H 2.61 1.16 -0.94
H -0.55 1.28 -1.16
H 2.13 -1.33 -1.00
H -3.18 -0.60 0.79
```

As for the total charge: 0. The calculation puts the HOMO energy at -9.8 eV. As for the HOMO-LUMO gap: 10.98 eV. As for the energy relative to the best compared isomer or geometry (same formula, charge and spin): 125.0 kJ/mol. As for the SMILES: CC1CC2(CC2)C1.

Löwdin population analysis, charges in e, atoms 1 to 6: C -0.090; C -0.448; C -0.082; C -0.095; C -0.078; C -0.355

Record 4
Here is a 7-piece molecular cluster, C28H77N7O7 overall at a distorted geometry from the Open Molecules 2025 dataset. Energies are from ωB97M-V/def2-TZVPD.

```
119
C28H77N7O7 (ωB97M-V/def2-TZVPD)
O 1.02 -4.67 -2.71
O 2.86 3.18 4.90
O 3.02 -0.80 1.40
O -0.64 -1.82 -0.11
O -3.35 1.52 1.58
O -0.20 2.82 0.23
O -1.70 -1.25 -4.52
N 2.72 -2.65 -1.68
N -0.42 0.89 2.04
N 0.28 5.81 2.32
N -5.22 2.93 -1.26
N 0.93 -5.33 -6.30
N 1.19 -0.45 -2.39
N -0.04 1.08 4.98
C 1.40 -5.31 -1.53
C 3.30 -3.57 0.58
C 0.04 -0.08 -3.23
C -1.37 -2.89 -0.71
C 3.44 -1.11 0.11
C 0.48 2.24 -0.83
C 0.03 -1.38 2.65
C -2.92 -1.48 -3.75
C -3.83 2.55 0.67
C -0.43 -1.35 -3.92
C -3.17 1.94 2.85
C -1.24 -0.74 0.60
C 0.27 1.05 -4.23
C 3.48 4.05 4.02
C -4.90 1.93 -0.23
C 3.14 0.53 1.82
C 0.44 3.93 0.86
C 1.10 1.73 5.51
C -4.26 0.63 -0.93
C 1.65 2.69 4.43
C 1.44 -5.39 -3.88
C 2.06 0.65 5.84
C 0.63 -4.75 -4.96
C -0.83 -4.80 -4.81
C -0.09 -0.43 1.49
C -0.46 4.74 1.80
C 2.71 -2.38 -0.22
C -1.59 5.39 1.11
H -1.41 0.81 2.19
H -1.39 0.11 -0.05
H -4.64 3.18 -2.08
H -0.30 6.65 2.19
H -0.87 4.12 2.64
H 1.24 1.55 -0.44
H -0.64 1.47 -4.77
H -2.35 5.69 1.82
H -1.46 -4.65 -5.68
H 1.62 2.29 3.45
H -0.42 -2.18 -3.24
H 3.50 3.64 3.06
H -3.86 -0.16 -0.28
H -2.18 -2.52 -1.28
H 0.80 -0.42 0.85
H -0.80 -0.03 -2.60
H 0.73 -0.89 -1.60
H 2.98 1.17 6.20
H -5.49 3.78 -0.79
H -0.82 1.72 4.90
H -2.81 1.08 3.43
H 0.36 -2.40 2.28
H 1.26 -6.41 -3.80
H 0.55 -6.28 -6.46
H -1.29 6.28 0.57
H 1.08 -4.92 -0.55
H -1.19 -4.05 -4.10
H -3.04 2.88 -0.01
H 3.46 -3.39 1.70
H -0.29 1.67 -1.38
H -2.43 2.72 3.01
H 0.69 2.36 6.31
H 2.42 -5.53 -1.52
H -3.50 0.95 -1.67
H -0.93 -5.74 -4.32
H 0.84 3.43 4.45
H 1.88 0.27 -2.23
H -5.72 1.61 0.38
H -1.89 -3.50 -0.02
H -2.11 4.79 0.44
H 3.28 -0.23 -0.59
H -4.05 3.46 1.25
H 0.70 4.70 0.08
H -0.43 1.55 1.28
H -3.02 -2.57 -3.48
H 4.55 -1.11 0.11
H 0.16 0.93 4.01
H -3.79 -1.30 -4.40
H 0.20 5.75 3.36
H 1.37 3.57 1.41
H 1.70 -2.43 0.20
H 0.86 -0.95 3.27
H 4.13 0.88 1.75
H 1.00 -3.68 -4.91
H 4.29 -3.75 0.28
H 2.43 1.21 1.33
H 0.33 -1.63 -4.74
H -5.04 0.14 -1.56
H 0.74 1.89 -3.76
H 1.76 0.09 6.71
H 0.87 0.80 -5.05
H 2.21 -1.82 -2.10
H 2.53 -5.17 -3.98
H 4.52 4.20 4.37
H -4.03 2.36 3.35
H 3.11 0.50 2.91
H 0.91 -6.29 -1.41
H -0.83 -1.43 3.31
H 0.80 2.95 -1.51
H 1.99 -5.34 -6.41
H 2.10 -3.40 -2.01
H 2.63 -4.42 0.40
H -2.82 -0.79 -2.87
H 2.22 0.05 4.98
H 2.95 5.01 3.99
H -2.09 -1.07 1.16
H -0.72 -3.53 -1.34
```

As for the total charge: 0. The calculation puts the HOMO energy at -8.2 eV. As for the HOMO-LUMO gap: 8.63 eV. As for the energy relative to the best compared isomer or geometry (same formula, charge and spin): 594.1 kJ/mol. As for the SMILES: COC[C@H](C)N.COC[C@H](C)N.COC[C@H](C)N.COC[C@H](C)N.COC[C@H](C)N.COC[C@H](C)N.COC[C@H](C)N.

Löwdin population analysis, charges in e, atoms 1 to 6: O -0.241; O -0.167; O -0.210; O -0.219; O -0.194; O -0.237